No. 1
This record from the Open Molecules 2025 dataset describes one molecule with the formula C4H8O. The level of theory is ωB97M-V/def2-TZVPD.

The geometry in XYZ format:
```
13
Properties=species:S:1:pos:R:3:forces:R:3
C 1.780478 -0.465738 0.284510 -0.02 0.07 0.15
C -0.528654 0.274390 -0.652393 -0.08 0.43 -0.36
C -1.590093 0.984709 0.074727 0.02 0.07 0.08
C 0.301157 -0.759964 0.020134 0.17 0.04 -1.03
O -0.445291 -1.183930 1.005584 -0.11 -0.52 0.59
H 1.841786 0.343823 1.016589 0.07 -0.06 -0.08
H 2.244640 -1.357097 0.720133 -0.11 0.13 -0.11
H 2.327854 -0.178448 -0.619442 -0.12 -0.04 0.09
H -0.547301 0.325609 -1.745942 0.11 -0.01 0.23
H -2.568941 0.489966 0.015561 0.15 -0.02 -0.05
H -1.717756 1.981413 -0.365878 -0.01 -0.08 0.14
H -1.322937 0.995417 1.136708 -0.14 0.17 -0.09
H 0.225058 -1.450149 -0.890292 0.07 -0.19 0.43
```
Positions in Å, forces in eV/Å.

The lowest unoccupied orbital energy (spin up / spin down) comes out at -1.1 / -0.4 eV. The value obtained for the HOMO-LUMO gap (spin up / spin down) is 0.2681 / 0.3320 hartree. The calculation puts the energy relative to the best compared isomer or geometry (same formula, charge and spin) at 367.3 kJ/mol.

No. 2
This record from the Open Molecules 2025 dataset describes C18H10CsF6N4O4S2 as an isolated structure. The level of theory is ωB97M-V/def2-TZVPD.

The geometry in XYZ format:
```
45
Properties=species:S:1:pos:R:3:forces:R:3
Cs -0.371269 1.455695 -1.221844 0.85 4.17 1.75
N 0.721976 -4.906576 4.593660 0.00 0.05 -0.03
C 0.704764 -3.881002 4.072181 0.02 -0.31 0.14
C 0.688499 -2.597412 3.443068 -0.01 0.40 -0.20
C 0.158223 -1.501036 4.126564 0.00 -0.09 0.02
C 0.139338 -0.259730 3.524810 0.01 0.06 -0.02
C 0.667941 -0.079393 2.246989 0.07 -0.23 0.06
C 1.193556 -1.179974 1.570275 -0.04 0.09 0.01
C 1.197439 -2.432435 2.155780 -0.02 -0.14 0.13
C 0.668290 1.261563 1.619346 0.15 0.26 0.50
C -0.550891 1.945929 1.571589 0.12 0.32 0.74
C -0.800522 3.323887 1.281075 0.05 0.17 0.41
C -2.165585 3.470620 1.293273 0.03 0.05 -0.03
C -2.694369 2.172649 1.564526 0.00 -0.02 0.05
N -1.749504 1.274737 1.748756 -0.10 -0.24 0.00
C 1.874502 1.727513 1.079275 0.06 -0.25 0.10
C 3.183465 1.206713 1.331930 0.03 0.05 0.02
C 4.046664 1.957687 0.572844 0.07 -0.10 0.05
C 3.230910 2.882461 -0.135699 -0.10 0.10 0.07
N 1.950655 2.764196 0.163277 0.13 0.25 0.01
H -0.241490 -1.638655 5.122508 0.00 0.02 0.00
H -0.282127 0.592648 4.039247 -0.02 -0.01 0.00
H 1.578200 -1.053222 0.567685 0.01 0.00 0.00
H 1.589987 -3.289281 1.624988 -0.01 0.02 -0.03
H -0.046761 4.085818 1.169361 0.01 -0.04 -0.12
H -2.730728 4.383025 1.173257 0.01 -0.01 -0.06
H -3.739073 1.900407 1.651167 0.00 0.01 -0.05
H 3.432494 0.423314 2.031096 -0.01 -0.02 -0.04
H 5.120483 1.864967 0.511694 -0.01 0.00 0.00
H 3.565358 3.616214 -0.858842 -0.01 -0.01 -0.02
F 1.223442 -2.481835 -3.478595 -0.12 -0.01 -0.01
C 0.025557 -2.975591 -3.177541 0.03 -0.24 0.12
F 0.209704 -4.167805 -2.591980 0.00 0.12 -0.04
F -0.663171 -3.178773 -4.301489 0.10 0.01 0.11
S -0.906446 -1.847420 -1.982509 0.30 -1.06 -0.25
O 0.046145 -0.808714 -1.665310 0.80 -3.21 -0.41
O -1.336278 -2.704182 -0.931018 -0.32 -0.04 -0.03
N -2.102300 -1.294297 -2.848502 0.10 0.16 0.26
S -1.648360 -0.102914 -3.783705 -0.74 -0.02 -1.21
O -1.803202 1.192389 -3.178359 -1.66 -0.12 -2.01
O -0.428265 -0.331594 -4.497594 0.17 -0.01 -0.23
C -2.993361 -0.190114 -5.057230 -0.04 -0.14 0.22
F -2.685017 0.633145 -6.062031 -0.02 -0.02 0.09
F -4.162796 0.192375 -4.536559 0.13 -0.10 -0.11
F -3.116075 -1.425998 -5.541412 -0.01 0.16 0.01
```
Positions in Å, forces in eV/Å.

The lowest unoccupied orbital energy comes out at 1.9 eV. The value obtained for the HOMO-LUMO gap is 0.2432 hartree. The net charge is -1.

No. 3
This record from the Open Molecules 2025 dataset describes one molecule with the formula C5H7NO. The level of theory is ωB97M-V/def2-TZVPD.

The geometry in XYZ format:
```
14
Properties=species:S:1:pos:R:3:forces:R:3
O -1.108736 0.386975 2.389100 0.08 -0.61 -0.70
C -1.029012 -0.373098 1.501292 -0.04 0.32 0.43
C 0.123690 2.036451 0.015804 -0.06 -0.07 -0.19
N 0.016895 1.150959 -0.880434 0.08 0.27 0.34
C 0.894629 0.001137 -0.767304 0.10 -0.14 0.03
C 0.085876 -1.287170 -0.572179 0.05 -0.03 -0.09
C -0.967745 -1.236300 0.513547 -0.03 0.12 0.17
H -0.540086 2.901489 0.002101 0.09 -0.09 -0.07
H 0.849321 1.976545 0.841601 -0.08 -0.02 -0.15
H 1.628212 0.119723 0.050119 -0.15 0.01 -0.05
H 1.456203 -0.091588 -1.704671 -0.06 0.00 0.17
H 0.795072 -2.100334 -0.366416 -0.12 0.11 -0.08
H -0.416868 -1.537021 -1.512064 0.03 0.08 0.11
H -1.787451 -1.947767 0.489504 0.09 0.06 0.07
```
Positions in Å, forces in eV/Å.

The lowest unoccupied orbital energy comes out at 0.9 eV. The value obtained for the HOMO-LUMO gap is 0.3559 hartree. The calculation puts the energy relative to the best compared isomer or geometry (same formula, charge and spin) at 188.3 kJ/mol.

No. 4
This record from the Open Molecules 2025 dataset describes C43H41AsN4NiOS as an isolated structure. The level of theory is ωB97M-V/def2-TZVPD.

The geometry in XYZ format:
```
92
Properties=species:S:1:pos:R:3:forces:R:3
Ni 0.037296 0.141941 0.292494 0.35 0.06 -0.06
N 3.108985 2.962831 -0.661731 -0.07 -0.18 -0.04
C 1.966827 2.257636 -0.550183 -0.14 0.20 0.04
S 2.021969 0.569139 -0.952147 -0.08 -0.01 -0.12
N 0.894605 2.954552 -0.189047 0.07 -0.17 -0.01
N -0.169004 2.141687 -0.046081 -0.23 0.03 -0.04
C -1.380034 2.580699 -0.073346 0.28 -0.11 -0.06
C -1.747664 4.010003 -0.144362 0.02 0.04 0.04
C -1.278437 4.883928 0.832399 0.00 -0.03 0.00
C -1.615958 6.224673 0.784448 -0.01 0.02 -0.02
C -2.412768 6.708763 -0.243362 0.00 -0.03 0.00
C -2.873640 5.845353 -1.224924 0.02 0.01 0.03
C -2.545136 4.500049 -1.172520 0.01 -0.01 -0.06
C -2.397007 1.507131 -0.139323 -0.05 0.01 -0.02
C -3.763880 1.755577 -0.104263 0.06 0.06 0.02
C -4.645513 0.700884 -0.254511 0.05 -0.11 -0.02
C -4.149573 -0.580812 -0.433439 0.07 0.10 -0.01
C -2.776589 -0.756282 -0.416530 -0.06 -0.13 -0.03
N -1.924021 0.251095 -0.275257 -0.08 0.10 0.06
H 3.936850 2.517325 -1.013117 -0.05 0.02 0.02
H 3.083163 3.956110 -0.520897 -0.01 0.08 0.03
H -0.645935 4.505715 1.623047 0.04 -0.03 0.04
H -1.251137 6.895081 1.548626 0.02 0.05 0.05
H -2.669761 7.757337 -0.281004 -0.02 0.07 0.00
H -3.485166 6.217835 -2.033311 -0.05 0.03 -0.06
H -2.894572 3.831050 -1.948314 -0.02 -0.04 -0.02
H -4.119854 2.764003 0.051209 0.01 -0.02 -0.02
H -5.710912 0.877738 -0.223546 -0.06 0.01 0.00
H -4.802070 -1.430135 -0.557377 -0.04 -0.07 -0.01
H -2.334110 -1.743726 -0.502278 -0.06 0.05 -0.01
C -1.306903 -6.693336 -0.180731 -0.01 0.00 -0.04
C -1.508060 -5.751449 -1.179863 -0.01 -0.01 0.02
C -0.946129 -4.490411 -1.062211 -0.03 0.05 -0.01
C -0.169280 -4.166841 0.045931 -0.13 0.20 -0.04
C 0.020149 -5.105278 1.049399 0.04 -0.02 0.07
C -0.547697 -6.366851 0.931041 0.00 0.01 0.04
As 0.639287 -2.387365 0.097831 0.55 -0.16 -0.07
C 1.991227 -2.671494 -1.265432 -0.06 0.06 0.02
C 1.833052 -2.592475 -2.637836 -0.05 -0.01 -0.01
C 2.931144 -2.790307 -3.462807 -0.01 0.01 0.04
C 4.177787 -3.046101 -2.907615 -0.03 0.00 -0.01
C 4.338267 -3.110786 -1.533222 -0.04 0.01 0.03
C 3.242813 -2.923421 -0.699226 0.01 0.00 -0.03
C 3.266795 -2.949971 0.775909 0.00 -0.01 0.02
C 4.376618 -3.235472 1.562571 -0.04 0.03 -0.03
C 4.255712 -3.256584 2.942939 0.01 0.00 0.05
C 3.034982 -2.992780 3.550030 0.03 0.07 -0.01
C 1.922163 -2.698730 2.774527 0.04 0.06 0.00
C 2.043298 -2.680349 1.396308 -0.10 -0.11 -0.06
H -1.740161 -7.679571 -0.271073 -0.02 -0.04 0.00
H -2.100694 -5.998457 -2.049620 -0.03 -0.02 -0.04
H -1.107833 -3.760067 -1.849382 0.02 -0.01 0.00
H 0.616381 -4.864258 1.922425 -0.01 -0.02 -0.07
H -0.391014 -7.096039 1.713814 0.00 -0.04 0.03
H 0.865412 -2.366602 -3.072157 0.02 0.00 0.01
H 2.818054 -2.731976 -4.535281 0.00 0.01 -0.08
H 5.033191 -3.187720 -3.552355 0.05 -0.01 -0.04
H 5.316587 -3.299402 -1.115228 0.07 -0.01 0.02
H 5.332573 -3.446398 1.103934 0.05 -0.01 -0.02
H 5.122984 -3.477700 3.551502 0.01 0.00 0.01
H 2.948192 -2.991145 4.627134 0.00 -0.01 0.06
H 0.982055 -2.473048 3.253459 -0.12 0.06 0.06
C 3.015079 0.910276 2.539204 -0.25 -0.13 -0.20
C 2.155277 1.542607 3.633813 0.11 -0.09 -0.01
C 1.447405 2.801175 3.136845 -0.08 -0.02 0.05
C 1.163063 0.589289 4.266307 0.41 0.28 0.50
C 1.259704 0.334286 5.627620 -0.09 0.02 0.01
C 0.325588 -0.441175 6.299906 -0.07 -0.01 -0.22
C -0.749478 -0.929376 5.571889 0.14 0.06 0.04
C -0.877671 -0.704583 4.204761 -0.38 -0.24 0.34
C -2.134402 -1.201832 3.519130 -0.02 -0.01 0.07
C -2.950344 -0.031704 2.971983 0.12 0.10 -0.01
C -1.889881 -2.261297 2.448966 0.22 0.18 -0.19
C 0.117000 0.019016 3.526176 0.10 -0.36 -0.07
O 0.140141 0.114219 2.224442 -0.41 0.23 -1.00
H 3.708639 1.646957 2.131863 0.07 0.06 -0.04
H 2.397596 0.527574 1.713905 0.34 0.16 0.42
H 3.597024 0.079163 2.936510 0.05 -0.10 0.03
H 2.829951 1.852295 4.439031 0.02 -0.01 0.00
H 0.751518 2.549726 2.341282 -0.05 0.01 -0.03
H 2.162561 3.527254 2.749344 0.06 0.05 -0.06
H 0.887040 3.267180 3.948533 -0.01 0.04 0.05
H 2.084063 0.775443 6.173532 0.08 0.02 0.06
H 0.415561 -0.632268 7.359028 0.01 -0.02 0.07
H -1.519242 -1.502582 6.072089 -0.08 -0.05 0.06
H -2.733995 -1.678524 4.302082 0.00 0.01 -0.02
H -2.359655 0.528727 2.244259 -0.07 -0.05 0.12
H -3.220511 0.652219 3.776624 -0.02 0.02 0.03
H -3.866310 -0.377711 2.492644 -0.08 -0.03 -0.04
H -1.322981 -1.832577 1.609339 -0.27 -0.16 0.41
H -2.834744 -2.646582 2.062769 -0.08 -0.05 -0.05
H -1.326422 -3.105071 2.849156 0.03 -0.04 0.01
```
Positions in Å, forces in eV/Å.

The lowest unoccupied orbital energy (spin up / spin down) comes out at -0.5 / -0.5 eV. The value obtained for the HOMO-LUMO gap (spin up / spin down) is 0.2326 / 0.2312 hartree. Its spin multiplicity is 3. As for the expectation value of S²: 2.01.

No. 5
This record from the Open Molecules 2025 dataset describes C4H6N4O2 as an isolated structure. The level of theory is ωB97M-V/def2-TZVPD.

The geometry in XYZ format:
```
16
Properties=species:S:1:pos:R:3:forces:R:3
C 1.832662 -1.214195 -1.571598 3.77 -1.16 -1.37
C -0.130472 -0.883131 -2.058749 0.18 -0.68 -0.12
C -0.600599 1.967726 -0.473469 -1.11 -2.61 -3.27
C -0.671113 0.331975 0.165382 3.38 3.65 -1.29
N 0.954206 -1.426419 -2.553926 -0.14 -0.06 -0.15
N 1.373025 -0.575360 -0.568817 1.21 0.51 2.62
N 0.087698 -0.408069 -0.802744 -0.18 -0.70 -1.71
N -0.036585 0.313784 1.470505 -4.59 -1.48 1.03
O -0.514484 2.903389 0.417506 0.12 1.24 -0.01
O -0.750110 2.145151 -1.698291 0.65 -0.48 4.05
H 2.928721 -1.539529 -1.650245 -1.91 0.62 0.26
H -0.955844 -1.005820 -2.693651 -1.81 0.66 0.20
H -1.645778 0.111503 -0.085806 -2.50 -0.69 1.00
H 0.911179 0.431693 1.372491 2.67 0.12 -0.48
H -0.208959 -0.560884 2.053080 0.17 1.61 -1.28
H -0.412844 2.537893 1.298684 0.07 -0.56 0.52
```
Positions in Å, forces in eV/Å.

The lowest unoccupied orbital energy comes out at 0.5 eV. The value obtained for the HOMO-LUMO gap is 0.3823 hartree. The calculation puts the energy relative to the best compared isomer or geometry (same formula, charge and spin) at 307.5 kJ/mol.

No. 6
This record from the Open Molecules 2025 dataset describes a 2-piece molecular cluster, C16H21ClNO overall. The level of theory is ωB97M-V/def2-TZVPD.

The geometry in XYZ format:
```
40
Properties=species:S:1:pos:R:3:forces:R:3
C -2.365714 0.035256 2.545084 -0.60 -0.32 0.10
N -1.086101 -0.004924 1.839869 -0.07 -0.11 0.68
C -0.380799 -1.297749 2.062950 -0.04 0.03 -0.27
C 1.061857 -1.221658 2.560235 0.29 0.23 0.49
O 1.736392 -0.018266 2.224653 -0.30 -0.08 -0.22
C 1.067028 1.177801 2.573374 0.32 -0.15 0.18
C -0.369047 1.264796 2.073663 -0.06 0.19 -0.40
H -2.406860 0.842071 3.289042 0.05 -0.39 0.06
H -3.185272 0.233957 1.851485 -0.01 -0.06 0.34
H -2.579972 -0.935463 3.025626 -0.03 0.51 -0.13
H -0.955093 -1.871450 2.805450 0.23 0.07 -0.31
H -0.359207 -1.902298 1.148951 -0.33 0.27 -0.16
H 1.051108 -1.402085 3.656577 0.32 0.31 -0.39
H 1.659438 -2.004777 2.070022 -0.27 0.17 0.39
H 1.051563 1.343211 3.666206 0.32 -0.27 -0.23
H 1.654278 1.974106 2.091725 -0.17 -0.20 0.42
H -0.381966 1.880163 1.164143 -0.12 -0.18 -0.09
H -0.919998 1.832449 2.835944 0.14 0.01 -0.33
Cl -6.234641 -4.691214 0.097319 -0.07 -0.03 -0.06
C -5.273653 -3.301993 -0.133550 0.56 0.63 0.14
C -5.603144 -2.108155 0.534881 0.16 0.10 -0.45
C -4.805508 -0.987194 0.352768 -0.15 -0.23 0.25
C -3.604218 -1.037794 -0.393592 0.23 -0.18 -0.10
C -2.789883 0.152633 -0.561560 -0.81 -0.40 -1.78
C -1.736420 0.270027 -1.638336 0.15 0.36 -0.03
C -1.655212 1.799546 -1.955826 -0.26 -0.77 -0.05
C -2.682315 2.406710 -1.039757 0.57 -0.61 0.39
C -3.299427 1.451679 -0.274041 0.68 0.70 0.05
C -3.321605 -2.238229 -1.105609 -0.36 -0.27 0.46
C -4.152680 -3.358863 -0.978891 0.31 0.69 -0.11
H -6.508544 -2.051122 1.135821 0.23 -0.06 -0.14
H -5.141533 -0.046042 0.787156 0.15 -0.37 0.04
H -0.740726 -0.162120 -1.460001 -0.41 0.06 0.44
H -2.127286 -0.288395 -2.501814 0.13 0.25 0.11
H -0.631454 2.213579 -1.907858 -0.60 0.01 0.19
H -1.991861 1.903697 -2.998455 0.11 0.33 0.17
H -2.879354 3.484983 -1.007081 -0.10 -0.53 -0.05
H -4.096801 1.620285 0.434402 0.06 0.25 -0.14
H -2.466261 -2.277890 -1.783120 -0.23 -0.12 0.32
H -3.952187 -4.260627 -1.554476 -0.02 0.19 0.22
```
Positions in Å, forces in eV/Å.

The lowest unoccupied orbital energy comes out at -5.5 eV. The value obtained for the HOMO-LUMO gap is 0.2164 hartree. The net charge is +1. The calculation puts the energy relative to the best compared isomer or geometry (same formula, charge and spin) at 111.8 kJ/mol.

Number 1: calculated total energy -6321.36108 eV. Number 2: calculated total energy -71502.27467 eV. Number 3: calculated total energy -8834.25147 eV. Number 4: calculated total energy -165983.14555 eV. Number 5: calculated total energy -14299.35956 eV. Number 6: calculated total energy -32983.66784 eV.